DFT (the ωB97M-V functional and the def2-TZVPD basis) results for 2 unconnected molecules or ions with the total composition C6H10N2.

Properties
HOMO	-0.3319	Ha
maximum force	5.99	eV Å⁻¹
Kohn-Sham gap	9.4	eV
M	110.2	g mol⁻¹

The geometry in ORCA input format:
```
! wB97M-V def2-TZVPD RIJCOSX def2/J DEFGRID3
* xyz 0 1
C -0.151 -1.118 -0.154
C 1.263 -1.472 -0.049
C 0.221 1.620 0.048
C -1.261 1.250 -0.229
C -2.012 0.147 0.032
C -1.720 -1.283 0.253
H -0.019 -0.190 0.497
H 0.105 -0.666 -1.344
H 1.543 -1.883 0.998
H 1.589 -2.036 -0.968
H 3.018 0.083 1.005
H 0.153 2.686 0.330
H -1.864 2.248 -0.435
H -3.182 0.453 -0.224
H -1.983 -1.470 1.458
H -1.805 -1.967 -0.610
N 2.084 -0.075 -0.225
N 1.403 1.200 0.209
*
```

Atomic partial charges in e from the Mulliken method, atoms 1 to 5: number 1, C, carries -0.614; number 2, C, carries -0.279; number 3, C, carries -0.030; number 4, C, carries -0.309; number 5, C, carries -0.145

DFT (the ωB97M-V functional and the def2-TZVPD basis) results for a single C6H10N2 molecule.

Properties
HOMO	-0.3420	Ha
SMILES	[H]/N=C(C)/C(/C=C\C)=N/[H]
maximum force	0.73	eV Å⁻¹
Kohn-Sham gap	10.0	eV
M	110.2	g mol⁻¹

The geometry in ORCA input format:
```
! wB97M-V def2-TZVPD RIJCOSX def2/J DEFGRID3
* xyz 0 1
C -1.924 -0.380 -1.284
C 1.999 0.643 -0.528
C -0.714 0.115 0.880
C -0.839 -0.757 -0.321
C 0.597 0.232 1.529
C 1.763 0.448 0.929
N -1.784 0.647 1.307
N -0.069 -1.753 -0.391
H -1.669 1.198 2.157
H -0.217 -2.351 -1.203
H 0.560 0.183 2.611
H 2.653 0.521 1.543
H -2.841 -0.215 -0.724
H -1.668 0.558 -1.775
H -2.071 -1.152 -2.037
H 2.519 -0.225 -0.930
H 1.070 0.775 -1.075
H 2.633 1.515 -0.687
*
```

Atomic partial charges in e from the Mulliken method, atoms 1 to 5: number 1, C, carries -1.189; number 2, C, carries -1.126; number 3, C, carries 0.673; number 4, C, carries 0.406; number 5, C, carries -0.584

DFT (the ωB97M-V functional and the def2-TZVPD basis) results for a single C6H10N2 molecule.

Properties
HOMO	-0.3129	Ha
SMILES	C=C/C(C)=N\N1CC1
maximum force	8.06	eV Å⁻¹
Kohn-Sham gap	8.7	eV
M	110.2	g mol⁻¹

The geometry in ORCA input format:
```
! wB97M-V def2-TZVPD RIJCOSX def2/J DEFGRID3
* xyz 0 1
C -2.550 -1.017 -0.027
C -1.134 -0.428 0.112
C -1.216 0.964 -0.070
C -0.078 1.895 -0.275
C 2.306 -1.121 -0.260
C 2.104 0.308 0.504
H -3.119 -1.348 1.010
H -3.326 -0.522 -0.478
H -2.476 -2.030 -0.454
H -2.128 1.769 0.151
H 1.086 1.751 -0.605
H -0.576 2.774 -0.336
H 3.121 -0.968 -1.196
H 2.354 -2.030 0.366
H 1.827 0.072 1.568
H 2.614 1.243 0.581
N 0.023 -1.040 -0.152
N 1.166 -0.270 -0.439
*
```

Atomic partial charges in e from the Mulliken method, atoms 1 to 5: number 1, C, carries -1.264; number 2, C, carries 0.704; number 3, C, carries -0.051; number 4, C, carries -0.649; number 5, C, carries -0.352

DFT (the ωB97M-V functional and the def2-TZVPD basis) results for a molecular structure, C6H10N2.

Properties
HOMO	-0.3234	Ha
maximum force	4.91	eV Å⁻¹
Kohn-Sham gap	9.8	eV
M	110.2	g mol⁻¹

The geometry in ORCA input format:
```
! wB97M-V def2-TZVPD RIJCOSX def2/J DEFGRID3
* xyz 0 1
C -2.036 0.368 0.125
C -0.400 -0.685 -0.485
C -0.440 0.568 0.286
C 0.691 1.303 -0.381
C 1.778 -0.574 0.706
C 1.039 -1.136 -0.434
H -2.314 0.879 -0.838
H -2.741 0.763 0.911
H -1.976 -1.604 0.792
H -0.277 -0.330 -1.497
H -0.225 0.613 1.332
H 1.283 2.292 0.078
H 0.393 1.441 -1.455
H 1.098 -0.157 1.494
H 2.815 -0.958 1.150
H 1.435 -1.926 -1.179
N -1.769 -1.042 -0.166
N 1.648 0.186 -0.440
*
```

Atomic partial charges in e from the Mulliken method, atoms 1 to 5: number 1, C, carries -0.517; number 2, C, carries -0.248; number 3, C, carries -0.252; number 4, C, carries -0.416; number 5, C, carries 0.027

DFT (the ωB97M-V functional and the def2-TZVPD basis) results for a single C6H10N2 molecule.

Properties
HOMO	-0.2815	Ha
SMILES	C=C[C@H]1CC=NN1C
maximum force	4.77	eV Å⁻¹
Kohn-Sham gap	8.8	eV
M	110.2	g mol⁻¹

The geometry in ORCA input format:
```
! wB97M-V def2-TZVPD RIJCOSX def2/J DEFGRID3
* xyz 0 1
C -2.234 1.041 -0.153
C 2.401 0.077 -0.408
C 1.228 0.557 -0.735
C -0.936 1.633 0.222
C 0.038 0.434 0.213
C -0.851 -2.056 0.049
N -2.175 -0.213 -0.350
N -0.983 -0.657 -0.286
H -3.012 1.647 -0.379
H 3.244 0.223 -1.076
H 2.448 -0.165 0.683
H 1.007 0.991 -1.700
H -0.585 2.254 -0.604
H -0.924 2.136 1.284
H 0.424 0.199 1.256
H -1.489 -2.176 0.981
H -1.294 -2.776 -0.613
H 0.155 -2.338 0.153
*
```

Atomic partial charges in e from the Mulliken method, atoms 1 to 5: number 1, C, carries -0.374; number 2, C, carries -0.743; number 3, C, carries -0.258; number 4, C, carries -0.478; number 5, C, carries 0.037

DFT (the ωB97M-V functional and the def2-TZVPD basis) results for a single C6H10N2 molecule.

Properties
HOMO	-0.3180	Ha
SMILES	C=NN1[C@@H]2CCC[C@@H]21
maximum force	3.73	eV Å⁻¹
Kohn-Sham gap	9.8	eV
M	110.2	g mol⁻¹

The geometry in ORCA input format:
```
! wB97M-V def2-TZVPD RIJCOSX def2/J DEFGRID3
* xyz 0 1
C -2.553 -0.421 -0.146
C 0.570 0.792 1.002
C 1.087 -0.652 1.088
C 1.365 -1.079 -0.372
C 1.017 0.138 -1.241
C 0.459 1.267 -0.440
H -3.114 0.534 -0.097
H -3.170 -1.313 -0.276
H 0.555 1.517 1.806
H 1.970 -0.713 1.747
H 0.287 -1.310 1.420
H 0.709 -1.942 -0.464
H 2.383 -1.303 -0.587
H 0.279 -0.115 -1.975
H 1.968 0.419 -1.735
H 0.406 2.270 -0.759
N -1.265 -0.539 -0.051
N -0.726 0.780 0.277
*
```

Atomic partial charges in e from the Mulliken method, atoms 1 to 5: number 1, C, carries -0.309; number 2, C, carries -0.103; number 3, C, carries -0.831; number 4, C, carries -0.548; number 5, C, carries -0.771

Look up the maximum force of the sixth one.
3.73 eV Å⁻¹